1.
{"formula": "C11H23NO8", "method": "the ωB97M-V functional and the def2-TZVPD basis", "symbols": ["C", "O", "C", "O", "C", "C", "C", "N", "H", "H", "H", "H", "H", "H", "H", "H", "H", "H", "H", "C", "O", "C", "O", "O", "C", "H", "H", "H", "H", "H", "H", "C", "O", "C", "O", "O", "C", "H", "H", "H", "H", "H", "H"], "xyz": [[-1.169, -3.595, -2.108], [-1.284, -5.017, -2.160], [-0.787, -5.641, -1.038], [0.338, -6.032, -1.000], [-1.788, -5.817, 0.084], [-1.558, -4.877, 1.286], [-0.107, -4.534, 1.619], [0.024, -3.569, 2.714], [-0.124, -3.293, -2.174], [-1.610, -3.193, -1.192], [-1.717, -3.207, -2.962], [-1.725, -6.860, 0.399], [-2.785, -5.651, -0.318], [-2.108, -3.944, 1.131], [-1.999, -5.354, 2.165], [0.439, -5.441, 1.885], [0.390, -4.108, 0.747], [-0.116, -2.629, 2.357], [-0.715, -3.711, 3.395], [1.902, 0.998, -0.352], [1.399, 1.775, 0.743], [0.514, 1.144, 1.512], [0.129, 0.013, 1.362], [0.130, 1.980, 2.474], [-0.825, 1.431, 3.390], [2.595, 1.648, -0.875], [2.415, 0.112, 0.016], [1.089, 0.705, -1.014], [-0.409, 0.564, 3.900], [-1.735, 1.145, 2.866], [-1.034, 2.223, 4.103], [1.540, 5.029, 0.107], [0.812, 5.001, -1.129], [1.015, 6.057, -1.913], [1.734, 6.991, -1.671], [0.286, 5.904, -3.020], [0.410, 6.978, -3.958], [1.274, 4.110, 0.617], [2.611, 5.059, -0.088], [1.259, 5.901, 0.694], [1.441, 7.077, -4.291], [0.083, 7.915, -3.512], [-0.232, 6.712, -4.792]], "lowdin_charge": [-0.055, -0.075, -0.502, 0.149, -0.093, -0.192, -0.290, -0.004, 0.095, 0.087, 0.091, 0.125, 0.117, 0.104, 0.110, 0.115, 0.106, 0.048, 0.059, -0.022, -0.020, -0.620, 0.117, 0.004, -0.031, 0.095, 0.099, 0.099, 0.097, 0.097, 0.094, -0.024, 0.005, -0.627, 0.122, 0.000, -0.040, 0.072, 0.101, 0.099, 0.097, 0.097, 0.092], "homo_lumo_gap_ev": 9.796, "homo_energy_ev": -9.26, "smiles": "COC(=O)CCCN.COC(=O)OC.COC(=O)OC", "relative_energy_ev": 0.435, "spin_multiplicity": 1}

2.
{"formula": "C2H3NOS2", "method": "the ωB97M-V functional and the def2-TZVPD basis", "symbols": ["C", "C", "H", "H", "H", "N", "O", "S", "S"], "xyz": [[1.128, -0.288, -0.293], [-1.103, -0.475, 0.500], [1.010, 2.191, -0.518], [-1.954, -1.244, 0.411], [-1.226, 0.183, 1.468], [0.396, 0.482, -1.091], [0.286, -1.083, 0.528], [2.774, -0.406, -0.080], [-1.310, 0.640, -0.925]], "lowdin_charge": [-1.050, -0.420, 0.289, 0.098, 0.113, -0.354, -0.167, 0.638, 0.852], "homo_lumo_gap_ev": 6.264, "homo_energy_ev": -8.78, "relative_energy_ev": 5.905, "spin_multiplicity": 1}

3.
{"formula": "C39H100BN5O7PSi", "method": "the ωB97M-V functional and the def2-TZVPD basis", "symbols": ["C", "C", "C", "C", "C", "C", "C", "C", "C", "C", "C", "C", "C", "C", "C", "C", "C", "C", "P", "N", "C", "C", "O", "B", "O", "O", "Si", "C", "C", "C", "H", "H", "H", "H", "H", "H", "H", "H", "H", "H", "H", "H", "H", "H", "H", "H", "H", "H", "H", "H", "H", "H", "H", "H", "H", "H", "H", "H", "H", "H", "H", "H", "H", "H", "H", "H", "H", "H", "H", "H", "H", "H", "H", "H", "H", "H", "H", "H", "H", "H", "H", "H", "H", "H", "H", "H", "C", "C", "C", "O", "C", "N", "H", "H", "H", "H", "H", "H", "H", "H", "H", "H", "H", "C", "C", "C", "O", "C", "N", "H", "H", "H", "H", "H", "H", "H", "H", "H", "H", "H", "C", "C", "C", "O", "C", "N", "H", "H", "H", "H", "H", "H", "H", "H", "H", "H", "H", "C", "C", "C", "O", "C", "N", "H", "H", "H", "H", "H", "H", "H", "H", "H", "H", "H"], "xyz": [[-8.296, 5.093, 2.558], [-6.748, 4.755, 2.034], [-5.606, 5.491, 2.952], [-4.690, 4.388, 3.809], [-5.486, 4.162, 5.234], [-4.809, 3.037, 6.216], [-3.687, 2.077, 5.503], [-3.410, 0.758, 6.487], [-2.542, -0.382, 5.664], [-1.062, 0.222, 5.179], [-0.058, -0.941, 4.605], [0.576, -0.343, 3.183], [1.333, -1.598, 2.441], [0.898, -1.650, 0.848], [2.269, -1.961, -0.003], [2.077, -3.166, -1.133], [3.067, -2.732, -2.409], [3.133, -3.953, -3.496], [4.855, -4.737, -3.749], [5.691, -3.158, -3.894], [6.867, -3.239, -4.885], [6.979, -1.787, -5.707], [5.079, -4.834, -2.026], [6.440, -5.267, -1.654], [7.710, -4.653, -2.087], [6.523, -6.421, -0.691], [3.985, -6.798, -3.859], [5.309, -7.927, -4.771], [2.390, -6.893, -4.932], [3.657, -7.552, -2.116], [-8.691, 4.272, 3.330], [-8.369, 6.126, 3.122], [-9.015, 5.053, 1.611], [-6.608, 3.583, 2.205], [-6.585, 5.078, 0.920], [-6.024, 6.240, 3.752], [-4.855, 6.119, 2.276], [-4.610, 3.388, 3.175], [-3.593, 4.781, 4.008], [-6.613, 3.840, 5.021], [-5.542, 5.231, 5.751], [-4.300, 3.561, 7.135], [-5.643, 2.306, 6.658], [-4.074, 1.688, 4.461], [-2.681, 2.666, 5.383], [-4.435, 0.337, 6.883], [-2.750, 1.044, 7.438], [-3.117, -0.639, 4.667], [-2.424, -1.401, 6.247], [-1.313, 0.963, 4.281], [-0.592, 0.848, 6.078], [0.796, -1.264, 5.370], [-0.725, -1.903, 4.385], [1.399, 0.490, 3.407], [-0.264, 0.103, 2.469], [1.062, -2.627, 2.939], [2.511, -1.453, 2.565], [0.155, -2.551, 0.615], [0.411, -0.617, 0.505], [2.568, -0.964, -0.547], [3.192, -2.283, 0.653], [0.956, -3.260, -1.462], [2.511, -4.199, -0.733], [4.089, -2.423, -1.933], [2.530, -1.814, -2.932], [2.743, -3.566, -4.531], [2.432, -4.819, -3.067], [6.131, -5.366, -4.038], [4.647, -4.675, -5.200], [5.021, -2.494, -4.386], [6.663, -4.044, -5.738], [7.906, -3.372, -4.357], [6.066, -1.680, -6.464], [7.996, -1.812, -6.313], [7.035, -0.861, -4.993], [7.772, -3.704, -1.768], [7.403, -6.890, -0.782], [6.272, -8.022, -4.104], [5.619, -7.342, -5.760], [4.871, -8.954, -5.118], [1.475, -6.949, -4.167], [2.304, -7.859, -5.594], [2.200, -5.887, -5.545], [2.898, -8.467, -2.218], [3.152, -6.772, -1.401], [4.642, -8.018, -1.639], [-14.035, 3.199, 0.049], [-12.935, 3.870, -0.770], [-11.637, 4.126, 0.031], [-11.711, 5.232, 0.936], [-12.353, 4.938, 2.168], [-13.464, 5.112, -1.352], [-14.543, 3.890, 0.725], [-14.804, 2.785, -0.614], [-13.632, 2.371, 0.644], [-12.683, 3.187, -1.591], [-10.847, 4.387, -0.685], [-11.297, 3.223, 0.550], [-12.158, 3.915, 2.502], [-13.426, 5.116, 2.080], [-11.967, 5.630, 2.923], [-12.763, 5.503, -1.981], [-13.522, 5.801, -0.596], [-9.183, 4.980, 7.229], [-10.318, 4.819, 6.219], [-11.724, 4.851, 6.861], [-12.089, 3.647, 7.543], [-11.551, 3.530, 8.851], [-10.102, 3.582, 5.453], [-8.988, 4.068, 7.797], [-8.250, 5.237, 6.713], [-9.400, 5.786, 7.938], [-10.255, 5.667, 5.526], [-12.459, 4.963, 6.053], [-11.850, 5.721, 7.515], [-11.482, 4.497, 9.359], [-10.574, 3.047, 8.810], [-12.213, 2.881, 9.432], [-10.801, 3.531, 4.712], [-10.342, 2.799, 6.067], [12.533, -3.233, -3.851], [11.280, -3.867, -3.250], [11.322, -3.978, -1.708], [12.156, -5.032, -1.215], [13.539, -4.716, -1.180], [11.060, -5.177, -3.880], [13.381, -3.921, -3.885], [12.341, -2.918, -4.883], [12.833, -2.345, -3.285], [10.435, -3.217, -3.508], [10.310, -4.220, -1.361], [11.589, -3.023, -1.241], [13.717, -3.663, -0.941], [14.005, -4.978, -2.131], [14.007, -5.331, -0.405], [10.168, -5.551, -3.554], [11.751, -5.823, -3.487], [7.794, 2.215, -5.235], [8.701, 1.905, -6.424], [8.995, 3.136, -7.314], [7.913, 3.518, -8.169], [6.904, 4.285, -7.530], [8.108, 0.807, -7.202], [6.743, 2.311, -5.517], [7.849, 1.407, -4.495], [8.102, 3.140, -4.737], [9.659, 1.559, -6.018], [9.821, 2.874, -7.986], [9.339, 3.990, -6.720], [7.312, 4.950, -6.764], [6.150, 3.623, -7.102], [6.410, 4.895, -8.292], [8.765, 0.533, -7.933], [7.316, 1.195, -7.722]], "lowdin_charge": [-0.140, -0.239, -0.231, -0.225, -0.220, -0.221, -0.228, -0.222, -0.231, -0.234, -0.222, -0.225, -0.230, -0.211, -0.232, -0.213, -0.261, -0.338, 0.337, -0.238, -0.336, -0.165, -0.233, -0.625, 0.012, 0.019, 0.405, -0.270, -0.275, -0.257, 0.059, 0.074, 0.067, 0.110, 0.102, 0.096, 0.108, 0.103, 0.116, 0.110, 0.110, 0.111, 0.110, 0.113, 0.112, 0.103, 0.117, 0.109, 0.109, 0.101, 0.118, 0.123, 0.114, 0.121, 0.106, 0.108, 0.111, 0.110, 0.108, 0.104, 0.108, 0.103, 0.114, 0.098, 0.103, 0.081, 0.068, -0.016, -0.018, 0.063, 0.095, 0.086, 0.078, 0.058, 0.049, 0.112, 0.097, 0.030, 0.040, 0.022, 0.036, 0.028, 0.039, 0.032, 0.035, 0.045, -0.077, -0.429, -0.202, -0.207, -0.110, 0.033, 0.063, 0.077, 0.078, 0.135, 0.121, 0.119, 0.085, 0.074, 0.084, 0.072, 0.071, -0.066, -0.427, -0.195, -0.194, -0.109, 0.042, 0.066, 0.065, 0.080, 0.130, 0.117, 0.118, 0.090, 0.073, 0.088, 0.058, 0.077, -0.081, -0.425, -0.192, -0.192, -0.117, 0.046, 0.060, 0.075, 0.074, 0.129, 0.110, 0.115, 0.087, 0.070, 0.084, 0.071, 0.068, -0.074, -0.423, -0.201, -0.197, -0.112, 0.044, 0.067, 0.070, 0.076, 0.135, 0.118, 0.114, 0.088, 0.074, 0.085, 0.079, 0.080], "homo_lumo_gap_ev": 4.781, "homo_energy_ev": -3.32, "relative_energy_ev": 11.775, "spin_multiplicity": 1, "charge": -1}